# 1
# C30H48GaN3O4SSeSi

C30H48GaN3O4SSeSi as an isolated structure (wB97M-V/def2-TZVPD, the Open Molecules 2025 dataset).

Computed properties:
Total charge: 0

Geometry as XYZ:
```
89
Properties=species:S:1:pos:R:3:forces:R:3
C -4.495 0.229 3.445 0.20 -0.03 -0.06
H -1.987 -5.602 -1.199 0.00 0.00 0.02
H 3.431 0.187 -3.402 0.01 0.01 -0.04
H -5.181 -0.792 0.929 -0.01 0.03 0.02
N -0.176 -2.163 -0.960 0.03 0.02 -0.10
H -0.518 3.755 4.469 -0.01 0.02 0.02
H -3.253 5.375 2.503 -0.04 0.01 -0.02
H 1.621 2.020 4.437 0.02 0.00 0.01
H -3.507 -0.973 0.357 -0.03 0.00 -0.02
C -1.518 4.126 4.237 -0.05 -0.11 -0.11
H 1.241 -0.712 -2.438 -0.05 0.08 -0.04
C 0.721 -1.301 4.076 -0.08 0.14 -0.11
O -2.291 -0.316 2.598 -0.18 -0.11 0.10
Si -1.392 0.969 2.135 0.41 -0.04 -0.10
C -3.805 -2.104 2.874 0.09 0.13 -0.03
C -3.295 4.285 2.483 0.11 -0.16 0.00
H -1.435 -0.053 5.046 -0.07 0.00 0.02
C 4.685 -3.607 -4.471 0.02 -0.01 0.04
H 4.073 -3.649 -7.795 0.01 -0.01 0.01
C 4.797 -3.980 -5.803 0.01 0.00 -0.03
H 2.451 -1.946 -7.135 -0.02 -0.03 0.03
C -0.905 -2.622 0.038 0.09 0.28 0.03
H 3.801 3.942 -1.213 -0.04 0.05 0.00
C 0.494 0.211 4.100 0.26 -0.25 0.17
C 2.934 -2.038 -5.040 0.04 0.01 0.11
C -4.158 -0.432 1.046 0.20 0.04 0.09
H -2.221 3.731 4.971 0.01 0.00 0.00
H 0.856 2.630 -2.823 0.05 -0.03 -0.04
N -0.527 -4.875 -3.339 -0.24 -0.29 0.01
C -1.584 -3.853 -0.015 0.01 -0.20 -0.12
H 0.305 -1.445 -5.902 -0.05 -0.04 -0.03
H 0.964 -1.672 5.073 0.03 0.00 0.00
C -0.088 -2.917 -2.052 -0.41 -0.54 0.49
H 1.536 -1.552 3.394 -0.01 -0.02 0.01
C 3.990 -3.372 -6.751 0.01 -0.02 -0.04
H 0.236 0.177 -5.205 0.01 0.01 0.01
H -4.851 -2.413 2.862 0.01 -0.03 0.00
C 2.248 2.482 -1.201 0.34 -0.36 0.18
H -3.401 -2.257 3.876 -0.01 -0.01 0.00
S -1.034 1.112 0.094 0.37 -0.18 0.05
C -1.487 -4.645 -1.124 -0.08 0.09 0.18
C 2.819 0.309 -4.297 -0.02 0.03 0.13
C 3.230 3.364 -0.484 0.02 -0.08 0.10
C -3.681 -0.634 2.482 -0.28 -0.11 0.01
Se 0.580 -3.962 -4.395 0.14 0.21 -0.06
O 0.104 0.604 2.768 -0.21 0.31 0.24
H 0.086 3.732 2.046 0.03 0.04 -0.01
H 5.314 -4.068 -3.721 -0.01 -0.01 0.00
H -0.969 -1.991 0.921 -0.08 -0.04 0.01
H 1.357 4.211 -2.137 0.02 -0.01 -0.01
H -0.118 0.360 6.159 0.01 -0.03 -0.02
H -5.557 -0.001 3.353 0.00 0.00 0.01
C 3.068 -2.405 -6.374 -0.09 0.02 0.01
H 2.523 0.744 3.601 0.02 -0.01 0.03
H 2.684 4.068 0.147 0.03 0.06 -0.02
H -4.180 0.042 4.474 -0.02 0.01 0.01
H 3.909 2.769 0.121 -0.02 -0.01 -0.02
H 5.510 -4.737 -6.101 0.00 0.00 0.01
H 3.678 -2.355 -3.054 0.00 -0.04 0.01
H -0.791 5.275 1.900 0.01 -0.02 0.03
H -4.117 0.627 0.780 -0.05 -0.01 -0.05
C 1.272 -1.369 -3.301 -0.14 -0.32 -0.02
H 2.180 1.183 -4.163 -0.02 0.01 0.10
C 1.799 0.944 4.394 -0.12 0.00 -0.13
H 2.214 0.616 5.348 0.03 0.01 0.00
C 3.764 -2.645 -4.096 -0.03 0.03 -0.06
Ga 1.142 -0.215 0.452 -0.40 0.02 0.18
C 0.902 -0.581 -5.616 0.08 -0.08 0.05
H -0.826 1.603 5.114 0.00 0.02 0.04
C -0.541 0.554 5.172 -0.06 0.04 -0.30
H -1.167 3.915 0.816 0.00 0.02 -0.06
C -0.883 4.190 1.830 -0.03 -0.27 0.01
H 1.367 -0.172 -6.514 0.00 0.01 0.01
O 2.357 1.262 -1.146 -0.13 0.65 -0.33
O -2.078 2.277 2.836 0.02 0.02 -0.03
C 1.973 -0.944 -4.569 -0.01 -0.06 -0.15
H -3.598 3.956 1.488 -0.02 0.03 0.00
H -2.172 -4.168 0.837 0.01 -0.01 -0.01
H 3.476 0.495 -5.146 -0.01 0.00 -0.03
C 1.136 3.168 -1.920 -0.27 -0.12 -0.06
C -0.703 -4.196 -2.218 0.29 0.25 -0.25
H -1.512 5.215 4.306 0.03 0.01 0.03
H -3.244 -2.725 2.173 -0.03 0.00 0.02
H -4.040 3.946 3.204 -0.01 0.02 0.00
H 0.266 3.110 -1.255 -0.01 0.06 0.03
H -0.191 -1.789 3.729 0.01 -0.04 0.03
C -1.928 3.696 2.828 -0.05 0.31 0.13
H -4.333 1.283 3.224 -0.06 0.03 0.01
N 0.645 -2.505 -3.171 0.47 0.57 -0.29
```
Positions in Å, forces in eV/Å.

---

# 2
# C30H48InP2S

C30H48InP2S as an isolated structure in a non-equilibrium geometry (wB97M-V/def2-TZVPD, the Open Molecules 2025 dataset).

Computed properties:
Total charge: +1

Geometry as XYZ:
```
82
Properties=species:S:1:pos:R:3:forces:R:3
H 2.042 1.500 -0.814 1.18 0.91 -1.22
H -0.847 3.036 -3.262 0.15 0.16 0.09
H -0.110 3.107 2.973 -0.04 0.20 -0.21
H 1.538 5.240 0.469 0.04 -0.27 -0.09
P -1.598 -1.457 -0.329 1.66 -0.17 -0.31
H -1.422 -1.996 3.383 -0.03 0.21 -0.01
H -0.818 -3.790 -0.558 0.34 0.23 0.36
C 2.990 -1.749 -3.587 -0.60 -0.11 -1.04
H -3.895 2.180 -1.295 0.11 0.26 -0.13
H -2.881 2.616 -2.700 -0.25 0.10 0.22
H -0.967 -1.160 -2.652 -0.22 -0.07 0.00
C 3.511 -3.057 -0.780 0.41 -1.83 2.25
H 1.009 -0.839 -3.263 0.02 0.20 0.54
H 3.033 -2.761 -4.063 -0.20 0.61 0.54
C 4.004 -1.758 -1.278 0.46 1.25 -0.80
H -3.540 3.827 2.190 -0.12 -0.38 -0.29
C 1.699 -4.060 -2.197 0.71 -0.48 0.41
H -3.200 -1.359 1.483 -0.03 -0.07 -0.28
C 0.952 -2.855 0.556 -1.40 -1.34 0.80
C -3.243 2.960 -1.718 -0.55 -0.33 -0.85
H -3.910 1.841 5.342 0.25 -0.42 -0.23
C 2.544 0.570 -1.152 -0.80 3.71 -1.00
H 1.884 3.526 0.784 0.03 0.26 -0.12
H 4.738 -1.246 -0.673 0.36 -0.07 0.13
H -1.460 4.251 3.093 0.11 -0.04 -0.06
H 3.321 -5.127 -1.198 -0.20 0.38 -0.21
H -4.956 -0.420 5.295 0.43 -0.01 -0.24
C -3.964 -0.271 4.855 0.32 -0.13 -0.19
H 4.532 -0.446 -2.863 -0.10 -0.19 0.08
H 0.777 3.410 -2.631 -0.33 0.12 -0.11
H 0.137 4.825 2.544 -0.19 -0.31 0.17
H 1.687 -4.442 -3.238 -0.43 0.28 0.42
C -3.238 -1.351 4.311 -0.72 0.82 0.59
H -3.874 3.849 -1.900 0.21 -0.29 0.06
H -0.369 4.723 -2.968 0.03 -0.33 -0.04
H 1.878 4.146 -0.893 -0.11 0.06 0.33
H -2.449 -0.345 -2.223 -0.14 -0.14 0.00
H -4.276 2.943 0.814 0.10 0.06 0.38
C -2.121 3.259 -0.828 -0.56 0.12 3.28
S 0.068 0.407 2.863 2.09 0.04 -1.42
C 3.209 -1.130 1.338 -0.03 -0.84 0.30
C -1.905 -1.287 -2.108 -0.09 -0.26 -0.30
H 3.855 -4.217 -2.563 -0.12 0.28 0.19
H -3.753 -2.501 0.202 0.43 0.27 -0.05
C 1.674 -1.600 -2.856 -1.14 -2.88 -1.05
C -0.058 3.877 -0.006 -0.14 -0.49 -3.06
H 3.468 -0.055 1.388 -0.33 -0.54 -0.48
H 2.429 0.404 -2.254 0.27 0.69 1.24
H -3.268 2.076 2.015 -0.12 0.43 -0.23
H 3.605 0.621 -0.812 -1.35 -0.56 0.12
H 4.143 -1.706 1.373 -0.08 0.25 0.48
H 0.051 -2.759 -2.155 0.05 0.78 0.68
C 3.164 -4.161 -1.712 -0.19 -1.23 -0.19
C -3.378 3.023 1.445 -0.99 -0.31 0.71
C -2.214 3.312 0.613 1.89 0.44 -1.54
C 1.384 4.218 0.087 0.34 0.10 0.04
C 1.130 -2.656 -2.146 0.20 0.25 -3.89
C -2.109 1.210 4.342 0.21 -1.10 -0.54
H 3.872 -3.401 0.201 0.98 -0.29 -0.70
H 1.417 -3.814 0.322 -0.35 -0.17 0.33
C -0.932 3.728 1.101 -2.35 -0.86 -0.13
H -2.470 -2.115 -2.541 -0.05 0.11 -0.04
H -3.850 -0.730 -0.057 0.23 -0.28 0.20
C -3.253 -1.537 0.400 -0.22 0.45 0.43
H -1.647 2.180 4.410 0.00 0.15 -0.14
H 5.066 -2.078 -3.193 -0.43 0.21 0.54
C -0.788 3.609 -1.191 2.07 0.27 1.47
C -1.398 0.145 3.697 -2.16 -0.04 0.68
C -1.981 -1.141 3.767 0.12 0.13 -0.19
H -1.109 -3.270 1.107 0.19 -0.06 -0.23
C -0.586 -2.997 0.175 -0.46 0.41 0.21
C 4.221 -1.494 -2.758 0.78 0.13 0.55
H 2.587 -1.358 2.222 0.35 0.09 -0.38
H 1.010 -2.703 1.646 0.00 0.10 -0.40
In 0.678 -0.182 -0.291 -2.32 1.73 2.14
H 1.072 -4.731 -1.575 0.22 0.35 -0.49
P 2.417 -1.788 -0.227 1.53 -1.22 1.50
C -0.287 3.692 -2.583 0.46 0.20 -0.45
H 2.979 -1.058 -4.441 0.01 -0.10 0.20
H -3.690 -2.336 4.354 0.20 -0.04 -0.08
C -0.578 3.985 2.501 0.33 0.50 0.47
C -3.379 1.000 4.874 0.07 -0.09 0.27
```
Positions in Å, forces in eV/Å.

---

Number 1: energy -180989.28614 eV. Number 2: energy -66458.70821 eV.